{"formula": "C18H43NNaO4", "method": "ωB97M-V/def2-TZVPD", "species": ["Na", "C", "C", "C", "O", "H", "H", "H", "H", "H", "H", "H", "H", "C", "C", "C", "O", "H", "H", "H", "H", "H", "H", "H", "H", "C", "C", "C", "O", "H", "H", "H", "H", "H", "H", "H", "H", "C", "C", "C", "C", "C", "C", "N", "O", "C", "C", "C", "H", "H", "H", "H", "H", "H", "H", "H", "H", "H", "H", "H", "H", "H", "H", "H", "H", "H", "H"], "coordinates": [[-0.448, -0.518, 1.802], [-5.213, 2.326, 5.039], [-3.746, 2.548, 5.536], [-3.589, 2.573, 7.080], [-3.038, 1.500, 5.072], [-5.806, 3.219, 5.236], [-5.693, 1.423, 5.416], [-5.255, 2.264, 3.952], [-3.452, 3.572, 5.307], [-3.452, 1.582, 7.513], [-4.362, 3.144, 7.593], [-2.632, 3.074, 7.227], [-3.361, 0.744, 5.568], [5.645, 1.719, 0.460], [4.735, 0.553, 0.193], [5.563, -0.750, 0.188], [3.988, 0.509, 1.399], [6.430, 1.870, -0.281], [6.230, 1.678, 1.379], [5.139, 2.683, 0.494], [4.098, 0.494, -0.690], [6.231, -0.946, 1.026], [6.038, -0.802, -0.792], [4.789, -1.517, 0.215], [4.696, 0.382, 2.035], [1.776, -6.573, 1.919], [1.352, -5.790, 3.211], [2.504, -5.405, 4.157], [0.540, -4.706, 2.908], [1.118, -7.381, 1.597], [2.778, -6.986, 2.040], [1.785, -5.958, 1.019], [0.765, -6.404, 3.895], [3.368, -4.902, 3.723], [2.990, -6.245, 4.654], [2.122, -4.705, 4.900], [-0.293, -5.086, 2.619], [-0.984, 3.179, -1.803], [-1.104, 2.382, -3.130], [0.239, 2.608, -3.905], [0.363, 1.681, -5.205], [0.108, 0.176, -4.866], [-1.297, -0.058, -4.064], [-1.361, 0.928, -2.946], [-2.384, 0.725, -1.956], [-2.503, -0.226, -5.086], [-1.091, -1.447, -3.494], [-2.201, 3.080, -3.981], [-0.857, 4.260, -1.855], [-1.962, 3.112, -1.328], [-0.150, 2.804, -1.209], [0.325, 3.658, -4.184], [1.123, 2.454, -3.287], [-0.486, 1.961, -5.828], [1.327, 1.761, -5.708], [0.893, -0.193, -4.206], [0.094, -0.557, -5.673], [-3.435, -0.215, -4.521], [-2.371, -1.083, -5.746], [-2.480, 0.645, -5.742], [-0.289, -1.466, -2.756], [-0.989, -2.157, -4.314], [-2.006, -1.746, -2.982], [-2.523, 2.669, -4.938], [-3.108, 2.987, -3.384], [-2.085, 4.164, -3.980], [-3.151, 0.727, -2.533]], "lumo_ev": -4.684, "e_homo_ev": -10.73, "total_energy_ha": -1229.28576, "charge": 1, "mol_weight_da": 360.53, "homo_lumo_gap_ev": 6.0}

---

{"formula": "C4H12N3S", "method": "ωB97M-V/def2-TZVPD", "species": ["C", "N", "C", "C", "S", "N", "C", "N", "H", "H", "H", "H", "H", "H", "H", "H", "H", "H", "H", "H"], "coordinates": [[-0.537, 1.729, -0.077], [-1.600, 2.007, 0.903], [0.122, 0.405, -0.005], [-0.723, -0.838, -0.378], [-2.327, -1.075, 0.478], [1.887, 0.777, -0.872], [2.637, -0.444, -0.954], [2.858, -1.248, 0.278], [-1.022, 1.883, -1.060], [0.158, 2.570, -0.035], [-1.169, 2.134, 1.813], [-2.146, 1.147, 1.013], [0.575, 0.248, 0.968], [-0.976, -0.793, -1.436], [-0.117, -1.740, -0.253], [0.845, 0.434, -1.081], [3.649, -0.095, -1.213], [2.256, -1.133, -1.724], [1.943, -1.638, 0.525], [2.972, -0.575, 1.041]], "lumo_ev": 3.928, "e_homo_ev": -3.27, "total_energy_ha": -721.96361, "charge": -1, "mol_weight_da": 134.23, "homo_lumo_gap_ev": 7.2}

---

{"formula": "C3H6N6", "method": "ωB97M-V/def2-TZVPD", "species": ["C", "N", "N", "C", "N", "N", "C", "N", "N", "H", "H", "H", "H", "H", "H"], "coordinates": [[0.704, -2.963, 0.930], [0.308, -1.887, 0.168], [-0.406, -0.933, 0.808], [-0.351, 0.354, 0.331], [-0.485, 1.385, 1.158], [-0.586, 2.682, 0.625], [-0.358, 2.433, -0.647], [-0.296, 1.024, -0.884], [0.137, 0.312, -1.977], [0.750, -2.681, 2.129], [1.251, -3.974, 0.436], [0.063, 1.578, 2.191], [-0.517, 3.164, -1.419], [-0.886, -0.040, -2.449], [0.673, -0.455, -1.401]], "lumo_ev": 0.686, "e_homo_ev": -7.65, "total_energy_ha": -446.22456, "mol_weight_da": 126.12, "homo_lumo_gap_ev": 8.3}

---

{"formula": "C52H46BrCsI2N5OPSe", "method": "ωB97M-V/def2-TZVPD", "species": ["Cs", "I", "C", "C", "C", "I", "C", "O", "C", "C", "N", "C", "C", "C", "C", "C", "C", "N", "C", "H", "H", "H", "H", "H", "H", "H", "H", "H", "H", "H", "Br", "C", "C", "C", "C", "C", "C", "C", "C", "C", "C", "H", "H", "H", "H", "H", "H", "C", "C", "C", "C", "C", "C", "P", "C", "C", "C", "C", "C", "C", "C", "C", "C", "C", "C", "C", "H", "H", "H", "H", "H", "H", "H", "H", "H", "H", "H", "H", "H", "H", "C", "N", "C", "C", "N", "C", "C", "Se", "H", "H", "H", "H", "H", "H", "H", "H", "C", "C", "C", "C", "N", "C", "C", "H", "H", "H", "H", "H", "H", "H"], "coordinates": [[0.248, 0.062, 0.015], [3.634, -6.595, -5.009], [2.853, -4.967, -3.928], [3.689, -4.229, -3.103], [3.149, -3.175, -2.395], [4.359, -1.994, -1.158], [1.771, -2.799, -2.448], [1.308, -1.840, -1.758], [0.970, -3.576, -3.348], [-0.478, -3.195, -3.557], [-1.338, -3.127, -2.381], [-1.101, -4.153, -1.388], [-1.908, -3.871, -0.147], [-2.566, -4.884, 0.542], [-3.269, -4.569, 1.694], [-3.310, -3.253, 2.120], [-2.633, -2.307, 1.362], [-1.939, -2.602, 0.266], [1.510, -4.638, -4.049], [4.740, -4.468, -3.013], [-0.912, -3.910, -4.268], [-0.527, -2.208, -4.025], [-1.236, -2.229, -1.926], [-0.040, -4.220, -1.093], [-1.381, -5.132, -1.792], [-2.522, -5.901, 0.173], [-3.782, -5.347, 2.250], [-3.819, -2.934, 3.020], [-2.652, -1.262, 1.654], [0.867, -5.213, -4.708], [2.350, -0.286, 3.072], [4.104, 0.277, 2.539], [5.153, -0.214, 3.258], [6.465, 0.151, 2.882], [6.664, 0.969, 1.808], [5.571, 1.472, 1.057], [5.777, 2.294, -0.076], [4.698, 2.743, -0.788], [3.386, 2.406, -0.385], [3.075, 1.622, 0.715], [4.226, 1.146, 1.419], [4.983, -0.880, 4.092], [7.307, -0.234, 3.445], [7.672, 1.238, 1.506], [6.792, 2.546, -0.370], [4.855, 3.363, -1.667], [2.571, 2.801, -0.997], [-0.660, 4.534, 5.116], [-1.809, 4.884, 4.416], [-1.898, 4.632, 3.052], [-0.839, 4.033, 2.377], [0.295, 3.645, 3.092], [0.386, 3.904, 4.453], [-0.758, 3.808, 0.559], [0.138, 5.393, 0.171], [0.088, 6.557, 0.938], [0.792, 7.693, 0.565], [1.564, 7.689, -0.589], [1.634, 6.536, -1.357], [0.933, 5.400, -0.974], [-2.431, 4.214, -0.050], [-2.753, 5.411, -0.688], [-3.999, 5.601, -1.269], [-4.932, 4.572, -1.214], [-4.628, 3.381, -0.578], [-3.382, 3.170, 0.027], [-0.590, 4.730, 6.179], [-2.636, 5.356, 4.933], [-2.792, 4.903, 2.501], [1.111, 3.150, 2.568], [1.274, 3.605, 4.998], [-0.506, 6.579, 1.843], [0.742, 8.584, 1.180], [2.120, 8.573, -0.879], [2.251, 6.519, -2.248], [1.012, 4.492, -1.559], [-2.017, 6.205, -0.740], [-4.237, 6.534, -1.765], [-5.906, 4.700, -1.674], [-5.358, 2.582, -0.537], [-4.599, 0.861, 4.350], [-3.258, 0.333, 4.483], [-2.135, 1.118, 4.329], [-1.087, 0.285, 4.366], [-1.614, -0.987, 4.522], [-0.798, -2.180, 4.540], [-2.976, -0.995, 4.587], [-2.950, 1.572, 0.932], [-4.683, 1.798, 4.903], [-5.297, 0.134, 4.758], [-4.818, 1.052, 3.297], [-2.182, 2.179, 4.169], [-0.033, 0.478, 4.272], [0.003, -2.083, 5.275], [-0.350, -2.364, 3.562], [-1.434, -3.023, 4.799], [2.326, 4.220, -4.588], [1.424, 3.122, -4.098], [1.898, 1.839, -3.873], [1.034, 0.867, -3.384], [-0.247, 1.103, -3.106], [-0.702, 2.339, -3.315], [0.082, 3.364, -3.815], [3.328, 3.844, -4.787], [2.405, 5.010, -3.837], [1.936, 4.671, -5.502], [2.939, 1.592, -4.039], [1.389, -0.132, -3.150], [-1.739, 2.518, -3.049], [-0.345, 4.352, -3.947]], "lumo_ev": 3.361, "e_homo_ev": -1.98, "total_energy_ha": -8290.54331, "charge": -2, "mol_weight_da": 1333.53, "homo_lumo_gap_ev": 5.3}

---

{"formula": "C41H37GeN6O4SbSe5Zr", "method": "ωB97M-V/def2-TZVPD", "species": ["Zr", "Se", "Sb", "Se", "Se", "Se", "N", "C", "C", "C", "O", "O", "H", "H", "H", "H", "H", "H", "C", "C", "C", "C", "C", "C", "N", "N", "C", "C", "C", "C", "C", "C", "H", "H", "H", "H", "H", "H", "H", "H", "H", "Se", "N", "C", "C", "C", "C", "N", "C", "N", "H", "H", "H", "O", "C", "O", "C", "C", "Ge", "C", "C", "C", "C", "C", "C", "C", "C", "C", "C", "C", "C", "C", "C", "C", "C", "C", "C", "H", "H", "H", "H", "H", "H", "H", "H", "H", "H", "H", "H", "H", "H", "H", "H", "H", "H", "H"], "coordinates": [[-1.409, 0.749, 0.953], [-5.926, -1.756, 2.722], [-5.609, -0.331, 4.907], [-3.358, 0.392, 3.433], [-5.017, 0.211, 1.775], [-5.159, -1.956, 6.585], [0.012, 0.216, 2.995], [0.319, -1.129, 3.514], [1.297, -1.889, 2.604], [-0.649, -2.208, 0.893], [-0.238, -2.511, -0.484], [-1.619, -1.271, 1.016], [0.863, 0.763, 2.884], [-0.514, 0.747, 3.690], [-0.627, -1.672, 3.574], [0.731, -1.077, 4.527], [1.350, -2.930, 2.926], [2.305, -1.464, 2.690], [-4.482, -1.067, -3.707], [-4.089, -1.645, -2.505], [-3.508, -0.889, -1.503], [-3.283, 0.487, -1.675], [-3.684, 1.066, -2.890], [-4.274, 0.296, -3.880], [-2.686, 1.219, -0.655], [-2.510, 2.581, -1.001], [-2.227, 3.345, -0.011], [-2.034, 4.809, -0.206], [-2.991, 5.553, 0.666], [-3.393, 5.064, 1.842], [-2.744, 3.837, 2.386], [-2.111, 2.858, 1.393], [-4.944, -1.663, -4.485], [-4.242, -2.705, -2.336], [-3.219, -1.360, -0.574], [-3.521, 2.122, -3.041], [-4.573, 0.776, -4.806], [-2.180, 5.060, -1.259], [-3.368, 6.503, 0.304], [-4.122, 5.591, 2.447], [-3.114, 3.402, 3.309], [-0.048, 5.308, -0.028], [0.750, 5.610, 1.591], [0.781, 4.740, 2.605], [1.860, 4.777, 3.525], [1.903, 3.912, 4.602], [0.868, 3.008, 4.810], [-0.196, 2.967, 3.996], [-0.240, 3.787, 2.964], [-1.348, 3.863, 2.127], [2.654, 5.493, 3.348], [2.742, 3.935, 5.290], [0.872, 2.321, 5.651], [0.596, 1.837, 0.897], [0.905, 1.313, -0.208], [0.068, 0.534, -0.758], [2.262, 1.460, -0.821], [3.052, 0.146, -0.662], [2.242, -1.502, -1.427], [1.333, -1.073, -3.097], [2.116, -0.550, -4.128], [1.537, -0.138, -5.322], [0.163, -0.243, -5.494], [-0.625, -0.763, -4.477], [-0.044, -1.178, -3.286], [3.820, -2.595, -1.905], [3.897, -3.289, -3.112], [5.011, -4.058, -3.430], [6.073, -4.146, -2.542], [6.017, -3.462, -1.335], [4.901, -2.696, -1.027], [1.169, -2.533, -0.090], [0.787, -1.757, 1.192], [-1.078, -3.500, 1.551], [-0.386, -4.639, 1.501], [0.914, -4.843, 0.852], [1.628, -3.939, 0.172], [2.777, 2.289, -0.337], [2.124, 1.691, -1.878], [3.277, -0.022, 0.396], [4.019, 0.259, -1.158], [3.191, -0.455, -4.003], [2.155, 0.278, -6.108], [-0.295, 0.095, -6.416], [-1.702, -0.821, -4.584], [-0.669, -1.544, -2.486], [3.077, -3.225, -3.818], [5.047, -4.587, -4.375], [6.942, -4.744, -2.789], [6.842, -3.523, -0.635], [4.876, -2.166, -0.079], [0.836, -0.709, 0.931], [-2.028, -3.452, 2.072], [-0.805, -5.508, 1.998], [1.337, -5.837, 0.955], [2.591, -4.244, -0.223]], "lumo_ev": 3.555, "e_homo_ev": -1.35, "total_energy_ha": -16585.56844, "charge": -2, "mol_weight_da": 1358.18, "homo_lumo_gap_ev": 4.9}

---

{"formula": "C2H3OPS", "method": "ωB97M-V/def2-TZVPD", "species": ["C", "C", "S", "P", "O", "H", "H", "H"], "coordinates": [[-0.889, 0.551, 0.441], [-0.532, -1.078, 0.527], [1.078, -1.299, -0.030], [1.700, 0.756, -0.212], [0.198, 1.294, 0.304], [-1.837, 1.055, 0.534], [-1.280, -1.841, 0.200], [1.564, 0.561, -1.764]], "lumo_ev": [0.100, 0.140], "e_homo_ev": [-7.40, -7.37], "total_energy_ha": -892.67641, "mol_weight_da": 106.09, "homo_lumo_gap_ev": [7.5, 7.5]}